# 1
Molecular formula: C20H46O3P4SeTm
Method: DFT, wB97M-V/def2-TZVPD

Computed properties:
Energy above the lowest of the compared OMol25 structures with the same formula, charge and spin = 0.0 kcal per mole
Lowest unoccupied orbital energy (spin up / spin down) = -0.3678 / -0.3655 Eh
Charge = +3
DFT total energy = -5866.42213 Eh
2S+1 = 3
Frontier orbital gap (spin up / spin down) = 6.343 / 6.407 eV

CARTESIAN COORDINATES (ANGSTROEM)
H (-0.9071, 3.4243, 3.4307)
C (-0.1679, -3.8363, 1.9951)
C (-0.6715, -3.6467, -4.3249)
C (0.9087, 1.7837, -4.6794)
H (0.0215, -4.4124, 1.0861)
H (-1.4782, -0.5777, -3.9199)
H (-4.0016, 2.5125, -0.3192)
H (-3.2892, 0.3258, 2.3759)
C (0.4305, 3.6412, 0.8675)
P (2.2786, 0.2697, -0.0862)
H (-1.1736, -4.0556, 2.3623)
C (1.6786, 2.1712, 2.9180)
H (-1.0400, -2.6731, -2.4856)
H (0.5796, -4.0796, 2.7528)
H (3.8577, 0.5641, 1.7364)
P (-2.5463, 0.6459, 0.0910)
C (-0.4280, -0.4051, -5.7887)
H (3.8276, -0.6617, -1.6390)
H (1.8331, 2.0045, -6.6324)
H (-2.5094, 2.6667, -1.2973)
H (-3.0824, -1.1622, -1.5006)
C (3.1211, 1.8134, -0.5977)
H (-0.9222, -1.3224, -6.1711)
O (-1.1844, -1.7558, 3.9238)
H (2.7295, -2.0581, 4.9481)
H (1.4396, -3.1923, 4.4268)
H (-2.0788, 2.6250, 2.3353)
H (1.4260, 2.6363, -4.2291)
C (-1.4675, -1.4823, 5.3047)
C (-0.0176, 1.0570, -3.9156)
H (-0.7549, -0.7801, 5.7601)
C (0.4954, 0.2981, -6.5560)
H (2.5428, 2.3599, -1.3486)
Tm (-0.2361, -0.8771, 0.2087)
P (0.2389, 2.0426, 1.7669)
H (1.3625, 3.6619, 0.2963)
H (-2.4653, -1.0350, 5.4177)
H (1.1244, -1.8966, 5.6603)
H (-1.4396, -2.4208, 5.8726)
H (-0.1943, -4.4641, -4.8896)
C (-0.4705, -3.4482, -3.0147)
H (0.6821, -0.0519, -7.5731)
C (-1.1474, 2.4935, 2.8951)
Se (-0.0988, 1.5327, -1.9948)
C (1.6587, -2.1574, 4.7350)
H (2.4513, -1.7926, -1.4290)
H (0.2111, -4.1129, -2.4541)
H (2.9576, -0.9508, 1.9171)
H (-4.4483, -0.0606, -1.1990)
H (2.5986, 2.4070, 2.3735)
H (1.4884, 2.9609, 3.6595)
C (1.1447, 1.4169, -6.0109)
H (3.3121, 2.4724, 0.2547)
H (-1.3486, -3.0958, -5.0013)
C (-3.3675, -0.1098, -1.3704)
P (-0.1096, -1.0427, 2.9385)
H (2.2736, -0.3454, -2.4717)
H (-4.5067, 1.2154, 1.3930)
H (4.2724, -0.8329, 0.6916)
O (1.3558, -1.2223, 3.6761)
H (-1.3172, 1.6912, 3.6209)
H (1.8170, 1.2080, 3.4208)
H (-3.1142, 0.4316, -2.2888)
H (-2.4899, 3.1052, 0.4230)
C (2.7372, -0.7390, -1.5573)
O (-0.0615, -2.4302, 1.6526)
H (-4.3104, -0.5652, 1.2102)
H (0.4427, 4.4783, 1.5761)
H (4.0825, 1.5279, -1.0439)
H (-0.1543, 0.0263, -2.1249)
C (-3.7925, 0.3808, 1.4033)
H (-0.3933, 3.7917, 0.1646)
C (-2.9078, 2.4058, -0.3081)
C (3.4539, -0.2969, 1.1884)
C (-0.7412, 0.0002, -4.5084)

***

# 2
Molecular formula: C20H47INO11S2Si
Method: DFT, wB97M-V/def2-TZVPD

Computed properties:
Lowest unoccupied orbital energy = 0.0776 Eh
Charge = -1
DFT total energy = -3056.20747 Eh
Frontier orbital gap = 7.803 eV

CARTESIAN COORDINATES (ANGSTROEM)
C (-4.8617, 2.0885, -2.8901)
H (-6.8144, 2.3915, -4.6450)
C (3.2879, 0.3980, 3.3537)
H (3.9279, -0.4578, -1.4058)
C (-1.5769, -4.4885, 3.4595)
H (2.3531, 2.0842, -2.0013)
H (1.8479, 0.8198, -0.8636)
O (0.0056, -6.4478, 3.0460)
H (-2.7141, 2.1115, -2.9947)
C (-1.9541, -3.2636, 4.2766)
I (1.9751, -2.0547, 1.3112)
H (2.9821, 6.3684, -1.9681)
C (2.4412, 5.4316, -2.1530)
H (2.8570, -0.8789, 5.0268)
N (1.0777, -4.2452, 3.4115)
H (-5.0374, 3.1742, -2.8958)
H (-2.2983, -5.2952, 3.6176)
C (-6.2780, 1.4341, -4.6424)
C (-1.5102, -0.4700, -3.1883)
O (-4.9486, 1.5847, -4.2102)
H (-2.4543, -2.4513, 0.5616)
H (0.2482, 1.6784, -4.9181)
H (3.7413, -2.3674, 3.2548)
C (0.1353, 0.8830, -4.1839)
O (-3.3271, 0.4866, -1.8474)
H (6.0052, 0.3341, -4.1249)
H (-1.7164, 1.0944, 1.9262)
H (-3.5900, -0.3862, -3.7218)
C (4.4445, 2.7943, -0.5878)
O (3.4621, 1.8306, -0.2626)
H (-3.4245, 0.7146, 3.8942)
H (5.8972, -0.5689, -2.5937)
H (-6.2492, 1.0450, -5.6585)
H (4.8559, -1.0129, -3.9637)
H (-3.4102, 2.4332, -1.3945)
H (-3.5521, -3.2115, 1.7271)
H (-3.1918, -1.4435, -2.3546)
S (-0.0259, -5.2744, 3.8912)
H (3.1127, 0.4621, 2.2783)
O (3.1734, -4.1558, 4.8205)
H (1.4452, -0.5234, 4.0569)
H (-5.6270, 1.6221, -2.2564)
C (2.7117, 1.2924, -1.3385)
C (-2.9764, -0.4824, -2.8225)
O (-1.2368, 0.5757, -4.1025)
H (4.7008, 4.9173, -0.6844)
H (5.1055, 2.8315, 0.2810)
H (-3.0520, -3.2098, 4.3354)
H (-6.8279, 0.7315, -4.0050)
H (-0.2976, 0.1172, 2.3356)
H (0.7253, 0.0170, -4.5085)
H (-1.1280, -0.1334, 0.7968)
S (1.9830, -3.4359, 4.4085)
C (5.3257, -0.1710, -3.4403)
H (5.0311, 2.4949, -1.4601)
C (3.4303, 0.2147, -2.1148)
O (3.2922, 4.3158, -2.0683)
H (-1.2466, -1.4359, -3.6419)
C (-3.4991, 1.8182, -2.2930)
H (0.5239, 1.2291, -3.2207)
H (2.9878, 1.3511, 3.7957)
H (2.0316, 5.4554, -3.1614)
C (-3.7532, -0.2887, 3.6099)
H (2.6888, -0.3709, -2.6765)
C (-1.2776, 0.0952, 1.8544)
H (-4.0673, -0.8062, 4.5195)
C (2.6872, -2.1079, 3.3252)
H (1.6167, 5.3608, -1.4334)
H (-4.6308, -0.1782, 2.9653)
O (1.2575, -2.7377, 5.4478)
H (-1.5264, -4.2444, 2.3985)
C (2.5110, -0.7480, 3.9977)
C (3.8860, 4.1858, -0.7891)
H (3.1434, 4.3865, -0.0061)
C (-3.1753, -2.2552, 1.3592)
H (4.3644, 0.2795, 3.5082)
O (4.3728, 0.7737, -3.0165)
O (-0.0656, -5.4620, 5.3265)
H (-1.5704, -3.3620, 5.2936)
Si (-2.3792, -1.1755, 2.6730)
O (-1.4542, -2.0530, 3.7179)
H (-0.9132, -0.3487, -2.2747)
H (-4.0136, -1.7044, 0.9208)

***

# 3
Molecular formula: C20H48B2Cs2O10S5
Method: DFT, wB97M-V/def2-TZVPD

Computed properties:
Energy above the lowest of the compared OMol25 structures with the same formula, charge and spin = 17.4 kcal per mole
Lowest unoccupied orbital energy = -0.0148 Eh
DFT total energy = -3623.99939 Eh
Frontier orbital gap = 8.806 eV

CARTESIAN COORDINATES (ANGSTROEM)
C (1.7969, -1.5733, 3.4644)
H (-3.3004, 1.6921, 2.8403)
C (1.1514, 4.7578, -4.3509)
H (6.5196, 0.5569, 0.3334)
H (-2.3508, -4.6572, 1.8233)
O (-5.4580, -5.5270, 1.1641)
S (4.6800, -2.1094, -1.2368)
H (-4.4651, -0.9563, 1.3048)
C (-3.0980, -4.1002, 1.2613)
H (0.5282, -0.5655, 0.1832)
O (-0.5656, 0.7105, 3.5434)
S (0.6094, 0.5981, 4.3832)
H (-2.8248, -2.1645, 2.4092)
H (4.7728, 1.5702, -1.1846)
H (0.9400, -0.4475, -1.6366)
H (0.1169, -1.6271, 4.8980)
H (-5.1287, 1.7381, 1.2385)
H (1.6401, -1.2218, 5.6459)
H (-4.7900, 2.8080, -1.0092)
C (2.0881, 0.8676, 3.2532)
H (1.7791, 5.5717, -3.9754)
H (5.7822, 0.3313, -1.8498)
H (5.0308, 0.5017, 1.0691)
C (-2.3445, 1.3518, 0.8620)
C (2.6371, 2.7297, -3.4777)
C (-3.0926, 2.1774, 1.8921)
H (5.3932, -2.0864, 1.0686)
O (-2.7782, 1.4962, -1.8310)
O (0.7558, 1.4169, 5.5534)
H (2.7207, 1.5941, 3.7587)
H (3.0711, 1.7581, -3.6987)
Cs (-1.5135, -0.6910, -3.5431)
S (-2.5434, 2.3131, -0.6429)
C (3.8695, -0.4805, -1.4539)
O (3.7208, -3.0892, -0.7564)
S (2.4675, 3.7260, -5.0358)
C (1.1517, 2.6969, -3.0349)
H (3.4222, -0.3918, -2.4444)
H (-3.0674, -4.3880, 0.2083)
O (5.5533, -2.3446, -2.3684)
H (-2.1989, -2.2861, 0.7377)
H (0.9141, 4.7272, -2.3073)
H (2.2750, -2.5170, 3.7404)
O (1.8367, 2.8803, -6.0274)
B (-2.2472, -3.6843, -2.4727)
H (-0.4690, 0.5164, -1.0144)
C (2.8307, -0.4962, 3.1184)
H (6.6450, -1.8660, -0.0189)
H (0.5410, 5.1736, -5.1479)
C (-4.3410, -1.9976, 1.0129)
H (3.2202, 3.1894, -2.6798)
H (-6.3310, -2.9435, 0.9860)
C (-5.4749, -2.8243, 1.6427)
C (4.9882, 0.5081, -1.1160)
H (-2.8240, 0.3786, 0.7302)
H (-2.8019, -3.3363, -1.5071)
H (1.6749, 1.2909, 2.3410)
C (1.0746, -1.1290, 4.7219)
H (-1.2874, 1.1198, 0.9689)
H (-4.4417, -2.1061, -0.0694)
H (1.1222, -1.7414, 2.6327)
H (-2.3925, -4.8219, -2.6597)
H (-0.5351, 4.1420, -3.0920)
H (-2.7130, -3.1488, -3.3622)
H (-1.1433, -3.4754, -2.3731)
H (-4.0243, 4.1723, -0.2419)
S (-4.7558, -4.5186, 1.9062)
H (-5.7655, -2.5698, 2.6606)
H (3.0115, -0.3233, -0.7953)
H (-5.0272, 3.3100, 1.8253)
C (0.5493, 4.0886, -3.1119)
C (5.6420, -1.4814, 0.1968)
Cs (0.5055, -3.4915, -0.1029)
H (3.1125, -0.6212, 2.0734)
H (0.6212, 2.0175, -3.7074)
C (-4.1447, 3.0922, -0.1799)
O (3.6432, 4.5128, -5.3130)
C (-4.4492, 2.5955, 1.2403)
O (-1.5337, 3.3540, -0.6912)
H (-0.6031, -1.2751, -1.0349)
H (1.0199, 2.2370, -2.0540)
B (0.1168, -0.4474, -0.8754)
C (-2.9898, -2.5998, 1.4208)
H (-2.4783, 3.0708, 2.0271)
H (3.6971, -0.4750, 3.7734)
C (5.5694, 0.0223, 0.2485)
O (-4.5159, -4.7654, 3.3224)